Record 1
{
  "formula": "C20H31NO10P2",
  "method": "the ωB97M-V functional and the def2-TZVPD basis",
  "elements": ["N", "C", "C", "C", "C", "C", "C", "O", "C", "C", "C", "O", "C", "C", "P", "P", "O", "O", "O", "C", "O", "H", "H", "H", "H", "H", "H", "H", "H", "H", "H", "H", "C", "O", "C", "C", "O", "C", "H", "H", "H", "H", "H", "H", "H", "H", "H", "H", "C", "O", "C", "C", "O", "C", "H", "H", "H", "H", "H", "H", "H", "H", "H", "H"],
  "positions_angstrom": [[-1.1204, 4.9472, -3.4424], [-1.9048, 3.7502, -3.0286], [-3.2613, 3.3544, -3.6843], [-4.1026, 2.1086, -3.2811], [-3.5396, 1.1646, -2.1827], [-4.2942, -0.1578, -1.7055], [-5.1168, 0.2406, -0.3741], [-6.1634, 0.9183, -0.5339], [-2.1841, 1.5352, -1.5399], [-1.3431, 2.8145, -1.9175], [0.0569, 3.0746, -1.1565], [0.4474, 4.2134, -0.8177], [0.8856, 1.7239, -0.8262], [0.1186, 0.5598, -0.4995], [0.9097, -1.1326, -0.1381], [0.5687, -2.2052, -2.0451], [-0.9106, -1.9203, -2.4432], [0.8623, -3.8702, -1.9249], [1.5944, -1.4269, -3.1881], [-1.4969, 0.6033, -0.4177], [-2.1383, -0.0095, 0.4716], [-0.2217, 4.6285, -3.8594], [-1.6825, 5.4145, -4.1836], [-3.6608, 4.0338, -4.5208], [-5.1103, 1.8309, -3.7330], [-4.9276, -0.6624, -2.5056], [-3.5194, -0.9486, -1.3680], [-4.7072, -0.0565, 0.6672], [2.0224, 1.6956, -0.8520], [0.1580, -1.8165, 0.8696], [0.2262, -4.2722, -2.5735], [1.2332, -0.5012, -3.2277], [5.1287, 0.8128, -2.7170], [4.3521, -0.0081, -1.8558], [4.6128, -1.3985, -2.0525], [5.4963, -1.9575, -0.9440], [6.8197, -1.4273, -1.0174], [7.0530, -0.4238, -0.0403], [5.0130, 1.8498, -2.3963], [6.1893, 0.5511, -2.6737], [4.7664, 0.7214, -3.7457], [5.0601, -1.5784, -3.0364], [3.6458, -1.9086, -2.0223], [5.5817, -3.0407, -1.0750], [5.0541, -1.7713, 0.0409], [7.1086, -0.8781, 0.9538], [6.2732, 0.3422, -0.0530], [8.0103, 0.0518, -0.2603], [-4.1824, -1.9103, 5.6384], [-3.3408, -0.9548, 6.2679], [-2.0407, -1.4746, 6.5408], [-1.0162, -0.9557, 5.5388], [-1.2473, -1.4907, 4.2362], [-1.8628, -0.5491, 3.3669], [-5.0870, -1.3999, 5.3035], [-3.6967, -2.3646, 4.7704], [-4.4638, -2.6884, 6.3548], [-2.0512, -2.5703, 6.5557], [-1.7628, -1.1249, 7.5403], [-0.0211, -1.2917, 5.8471], [-1.0098, 0.1395, 5.5166], [-1.1469, 0.2353, 3.1021], [-2.7512, -0.1007, 3.8200], [-2.1622, -1.0680, 2.4574]],
  "mulliken_charge": [-0.534, 0.458, -0.613, -0.584, 0.087, -0.587, 0.174, -0.518, 0.642, 0.126, 0.088, -0.508, -0.187, -0.008, -0.036, 0.837, -0.603, -0.520, -0.504, 0.077, -0.430, 0.257, 0.285, 0.147, 0.357, 0.533, 0.087, 0.261, 0.403, 0.062, 0.351, 0.347, -0.915, -0.091, -0.146, -0.618, -0.380, -0.647, 0.237, 0.364, 0.337, 0.402, -0.034, 0.384, 0.331, 0.333, 0.236, 0.242, -0.706, -0.371, -0.511, -0.512, -0.382, -0.622, 0.246, 0.296, 0.331, 0.327, 0.370, 0.390, 0.330, 0.335, 0.335, 0.160],
  "lumo_energy_ev": -1.6,
  "homo_lumo_gap_ev": 7.12,
  "total_charge": 0,
  "smiles": "Nc1ccc(CC=O)c2c1C(=O)C=C(PP(=O)(O)O)C2=O.COCCOC.COCCOC"
}

***

Record 2
{
  "formula": "C38H42N4O2Zn",
  "method": "the ωB97M-V functional and the def2-TZVPD basis",
  "elements": ["Zn", "C", "O", "C", "C", "C", "C", "C", "C", "N", "N", "C", "C", "O", "C", "C", "C", "C", "C", "C", "C", "C", "H", "H", "H", "H", "H", "H", "H", "H", "H", "H", "H", "H", "H", "C", "C", "C", "C", "C", "C", "C", "C", "C", "C", "C", "C", "N", "C", "C", "C", "C", "C", "N", "C", "C", "C", "C", "H", "H", "H", "H", "H", "H", "H", "H", "H", "H", "H", "H", "H", "H", "H", "H", "H", "H", "H", "H", "H", "H", "H", "H", "H", "H", "H", "H", "H"],
  "positions_angstrom": [[-0.0281, -0.0282, -0.0379], [-1.2326, -3.0560, 0.5588], [-0.1211, -2.1756, 0.6090], [1.0463, -2.6159, 1.1827], [1.1505, -3.7950, 1.9003], [2.3765, -4.1481, 2.4521], [3.4780, -3.3252, 2.2845], [3.3621, -2.1442, 1.5681], [2.1480, -1.7753, 1.0118], [1.9217, -0.5769, 0.2864], [2.9877, 0.0956, 0.0826], [3.0194, 1.2695, -0.5599], [1.8938, 1.9334, -1.1537], [0.7164, 1.4722, -1.1761], [2.1269, 3.2107, -1.7950], [3.3521, 3.7626, -1.8414], [4.5039, 3.1207, -1.2680], [5.7690, 3.7230, -1.3422], [6.8719, 3.1085, -0.8020], [6.7178, 1.8684, -0.1717], [5.4841, 1.2671, -0.0869], [4.3445, 1.8789, -0.6338], [-0.9372, -4.0172, 0.1332], [-1.6588, -3.1970, 1.5547], [-1.9534, -2.5734, -0.0885], [0.2911, -4.4325, 2.0381], [2.4603, -5.0677, 3.0143], [4.4312, -3.5976, 2.7145], [4.2110, -1.4899, 1.4337], [1.2607, 3.6921, -2.2286], [3.4954, 4.7216, -2.3267], [5.8614, 4.6822, -1.8369], [7.8454, 3.5744, -0.8624], [7.5799, 1.3742, 0.2562], [5.3795, 0.3099, 0.4011], [0.3984, -1.1668, -3.2062], [-0.8817, -0.6751, -3.8767], [-0.9405, 0.8467, -4.0247], [-2.1547, -1.2374, -3.2718], [-2.9526, -2.0010, -4.1163], [-4.1716, -2.5171, -3.7147], [-4.5960, -2.2981, -2.4210], [-3.8262, -1.5652, -1.5220], [-4.3340, -1.4688, -0.0874], [-4.6436, -2.8554, 0.4925], [-5.5842, -0.5933, 0.0237], [-2.6131, -0.9960, -1.9639], [-1.8826, -0.1858, -1.0392], [-2.5432, 0.8293, -0.5548], [-2.1285, 1.5356, 0.5889], [-2.7268, 2.6189, 1.2389], [-1.9575, 2.8571, 2.3729], [-0.9172, 1.9084, 2.3651], [-1.0261, 1.1074, 1.3015], [0.2138, 1.7484, 3.3536], [0.3725, 0.2706, 3.7270], [-0.0649, 2.5603, 4.6178], [1.5149, 2.2497, 2.7086], [1.2682, -0.8554, -3.7875], [0.4088, -2.2552, -3.1335], [0.5341, -0.7624, -2.2066], [-0.8550, -1.0879, -4.8909], [-0.9889, 1.3444, -3.0614], [-1.8135, 1.1340, -4.6132], [-0.0499, 1.2112, -4.5393], [-2.6095, -2.1729, -5.1290], [-4.7783, -3.0869, -4.4039], [-5.5380, -2.7152, -2.0905], [-3.5551, -1.0188, 0.5343], [-5.4978, -3.3130, -0.0063], [-4.8888, -2.7705, 1.5519], [-3.8040, -3.5405, 0.3904], [-6.4044, -1.0151, -0.5604], [-5.4086, 0.4185, -0.3379], [-5.9111, -0.5274, 1.0617], [-3.4806, 1.1295, -1.0224], [-3.6129, 3.1417, 0.9197], [-2.1280, 3.6089, 3.1238], [-0.5278, -0.1077, 4.2137], [1.2141, 0.1425, 4.4105], [0.5618, -0.3402, 2.8457], [-1.0143, 2.2758, 5.0715], [-0.0946, 3.6292, 4.4046], [0.7284, 2.3877, 5.3468], [1.8379, 1.5830, 1.9090], [2.3136, 2.2949, 3.4517], [1.3842, 3.2464, 2.2854]],
  "mulliken_charge": [0.556, -0.610, 0.040, 0.458, -1.039, -0.716, -0.986, -0.549, 0.477, 1.295, -0.855, -0.193, 0.351, -0.182, -1.125, -0.897, 0.715, -0.920, -0.584, -0.767, -0.254, 0.973, 0.537, 0.532, -0.614, 0.469, 0.426, 0.418, 0.394, 0.556, 0.379, 0.398, 0.392, 0.410, 0.400, -1.496, 0.557, -1.386, 0.612, -1.197, -1.558, -0.779, 1.123, 1.309, -1.611, -1.632, -0.766, 1.159, -0.562, 0.159, -1.865, -0.831, -0.516, 1.345, 2.758, -1.619, -2.383, -1.580, 0.461, 0.393, 0.210, 0.585, 0.046, 0.401, 0.432, 0.398, 0.371, 0.341, 0.036, 0.414, 0.437, 0.268, 0.354, 0.287, 0.446, 0.638, 0.540, 0.536, 0.399, 0.388, 0.188, 0.439, 0.423, 0.461, 0.126, 0.482, 0.374],
  "lumo_energy_ev": -0.6,
  "e_above_lowest_kj_mol": 0.0,
  "homo_lumo_gap_ev": 6.86,
  "total_charge": 0
}

***

Record 3
{
  "formula": "C5H8O",
  "method": "the ωB97M-V functional and the def2-TZVPD basis",
  "elements": ["C", "C", "C", "C", "C", "O", "H", "H", "H", "H", "H", "H", "H", "H"],
  "positions_angstrom": [[-0.3998, -1.9520, 0.6847], [0.0716, -0.0037, -0.0131], [-0.7631, 0.9083, -0.9193], [-0.4801, 1.3389, 0.4765], [1.5061, -0.0738, -0.2860], [2.1841, -1.0583, -0.1238], [-0.9593, -1.0222, 0.4986], [-0.0767, -2.6119, -0.1215], [0.2390, -2.0876, 1.5582], [-0.2502, 1.4243, -1.7345], [-1.7836, 0.6217, -1.1700], [-1.3065, 1.3478, 1.1859], [0.2296, 2.1545, 0.6338], [1.9443, 0.8750, -0.6662]],
  "mulliken_charge": [-0.765, 0.634, -0.609, -0.601, -0.285, -0.473, 0.281, 0.242, 0.242, 0.258, 0.256, 0.255, 0.259, 0.305],
  "lumo_energy_ev": 0.6,
  "e_above_lowest_kj_mol": 498.5,
  "homo_lumo_gap_ev": 9.36,
  "total_charge": 0
}

***

Record 4
{
  "formula": "C18H37ClF3N2O4P",
  "method": "the ωB97M-V functional and the def2-TZVPD basis",
  "elements": ["C", "C", "P", "Cl", "C", "C", "C", "F", "C", "F", "F", "H", "H", "H", "H", "H", "H", "H", "C", "O", "C", "C", "N", "C", "C", "O", "C", "H", "H", "H", "H", "H", "H", "H", "H", "H", "H", "H", "H", "H", "H", "H", "C", "O", "C", "C", "N", "C", "C", "O", "C", "H", "H", "H", "H", "H", "H", "H", "H", "H", "H", "H", "H", "H", "H", "H"],
  "positions_angstrom": [[-0.4369, 2.2664, -0.0953], [0.7300, 2.5410, 0.0132], [2.3714, 3.1535, 0.0958], [2.6690, 2.5764, -2.0228], [2.1596, 3.7102, 1.8841], [3.1644, 4.8001, 2.2816], [2.8344, 6.1329, 1.6766], [1.5576, 6.3016, 1.2510], [3.6361, 7.1837, 1.5872], [3.2136, 8.4136, 1.3657], [4.9514, 7.1341, 1.6894], [-1.4660, 1.9740, -0.1470], [3.3966, 2.2738, 0.4433], [2.7653, 4.4346, -0.3126], [1.1337, 4.0243, 2.0768], [2.3360, 2.8315, 2.5108], [4.1670, 4.4785, 1.9847], [3.1447, 4.8984, 3.3703], [-2.4136, -1.3537, 4.8010], [-1.2391, -2.0721, 5.1184], [-1.1489, -3.3592, 4.5207], [-0.0770, -3.3989, 3.4534], [-0.4588, -2.6121, 2.2889], [0.6069, -2.3962, 1.3160], [1.8564, -1.6413, 1.7542], [1.6482, -0.2693, 2.0377], [1.1712, 0.0155, 3.3393], [-2.4491, -0.4854, 5.4567], [-2.4195, -1.0038, 3.7625], [-3.3087, -1.9585, 4.9735], [-2.1165, -3.6690, 4.1147], [-0.8750, -4.0624, 5.3119], [0.0750, -4.4374, 3.1439], [0.8559, -3.0455, 3.9135], [-0.7998, -1.7117, 2.5993], [0.1705, -1.8445, 0.4811], [0.9162, -3.3704, 0.9227], [2.5528, -1.6636, 0.9119], [2.3683, -2.1270, 2.5940], [1.5543, -0.6954, 4.0759], [0.0783, 0.0253, 3.3790], [1.5151, 1.0147, 3.6069], [-2.5533, -1.3572, -6.7918], [-2.6967, -2.3330, -5.7800], [-1.5083, -3.0523, -5.4756], [-0.9728, -2.6851, -4.1088], [-0.4475, -1.3275, -4.0904], [-0.1301, -0.8091, -2.7631], [-1.2565, -0.6856, -1.7436], [-2.2195, 0.3092, -2.0470], [-3.2410, -0.0829, -2.9451], [-3.5529, -1.0178, -7.0581], [-1.9716, -0.4918, -6.4556], [-2.0774, -1.7759, -7.6834], [-0.7492, -2.8944, -6.2475], [-1.7686, -4.1144, -5.4713], [-0.1671, -3.3786, -3.8483], [-1.7888, -2.8324, -3.3875], [-1.1186, -0.7095, -4.5268], [0.3000, 0.1863, -2.8978], [0.6573, -1.4350, -2.3291], [-0.7943, -0.3675, -0.8057], [-1.7495, -1.6439, -1.5371], [-3.4942, -1.1402, -2.8339], [-2.9662, 0.1169, -3.9842], [-4.1237, 0.5152, -2.7181]],
  "mulliken_charge": [0.675, -0.985, 0.462, -0.444, -0.884, -0.756, 0.321, -0.290, 0.384, -0.225, -0.232, 0.539, 0.043, 0.011, 0.533, 0.197, 0.288, 0.390, -0.672, -0.339, -0.799, -0.215, -0.213, -0.213, -0.787, -0.297, -0.565, 0.238, 0.259, 0.347, 0.404, 0.397, 0.371, 0.190, 0.060, -0.304, 0.499, 0.458, 0.410, 0.319, 0.181, 0.197, -0.703, -0.346, -0.812, -0.141, -0.332, -0.742, 0.128, -0.438, -0.631, 0.238, 0.296, 0.340, 0.416, 0.399, 0.342, 0.161, 0.157, 0.392, 0.370, -0.209, 0.379, 0.302, 0.178, 0.302],
  "lumo_energy_ev": 0.6,
  "homo_lumo_gap_ev": 9.20,
  "total_charge": 0,
  "smiles": "C#C[PH2](Cl)CCC(F)=C(F)F.COCCNCCOC.COCCNCCOC"
}